# 1
The following is a DFT calculation (wB97M-V/def2-TZVPD) of a 8-piece molecular cluster, C24H60ClF2N7O22P2S2 overall at a distorted geometry.

HOMO energy in eV: -3.8
Relative energy (zero: lowest compared OMol25 entry of this formula, charge and spin) in eV: 2.2984
LUMO in hartree: 0.1305
Net charge: -2
HOMO-LUMO gap in Eh: 0.272

Last columns: bonded neighbours and bond lengths (Å).
Positions of all 120 atoms, in Å:
1 N -1.630 -0.384 -19.542  S2 1.555, S6 1.689
2 S -0.601 0.779 -19.625  N1 1.555, O3 1.450, O4 1.437, F5 1.625, S6 2.261
3 O -0.215 1.247 -20.942  S2 1.450
4 O 0.347 1.032 -18.574  S2 1.437
5 F -1.697 1.921 -19.260  S2 1.625
6 S -0.331 -1.454 -19.394  N1 1.689, S2 2.261, O7 1.439, O8 1.454, F9 1.605
7 O 0.060 -1.829 -18.062  S6 1.439
8 O 0.712 -1.434 -20.406  S6 1.454
9 F -1.191 -2.752 -19.783  S6 1.605
10 Cl -4.903 3.698 -18.033  O11 1.431, O12 1.456, O13 1.436, O14 1.428
11 O -4.046 4.478 -17.194  Cl10 1.431
12 O -5.303 2.503 -17.305  Cl10 1.456
13 O -6.081 4.421 -18.420  Cl10 1.436
14 O -4.203 3.334 -19.224  Cl10 1.428
15 O -6.688 -0.293 -17.303  P16 1.478
16 P -7.896 -0.417 -16.461  O15 1.478, N17 1.726, N20 1.722, N23 1.717
17 N -9.294 -0.583 -17.460  P16 1.726, C18 1.396, C19 1.433
18 C -10.578 -0.308 -16.987  N17 1.396, H26 1.090, H27 1.090, H28 1.090
19 C -9.271 -1.356 -18.667  N17 1.433, H29 1.090, H30 1.090, H31 1.090
20 N -8.262 0.931 -15.454  P16 1.722, C21 1.421, C22 1.497
21 C -7.362 1.306 -14.421  N20 1.421, H32 1.090, H33 1.090, H34 1.090
22 C -8.709 2.165 -16.175  N20 1.497, H35 1.090, H36 1.090, H37 1.090
23 N -8.023 -1.844 -15.515  P16 1.717, C24 1.475, C25 1.425
24 C -6.883 -2.779 -15.465  N23 1.475, H38 1.090, H39 1.090, H40 1.090
25 C -9.220 -2.349 -14.929  N23 1.425, H41 1.090, H42 1.090, H43 1.090
26 H -10.554 0.136 -15.992  C18 1.090
27 H -11.290 -1.133 -16.974  C18 1.090
28 H -11.031 0.444 -17.633  C18 1.090
29 H -8.959 -2.396 -18.573  C19 1.090
30 H -8.550 -0.974 -19.390  C19 1.090
31 H -10.204 -1.263 -19.223  C19 1.090
32 H -7.936 1.642 -13.558  C21 1.090
33 H -6.653 0.515 -14.177  C21 1.090
34 H -6.809 2.235 -14.561  C21 1.090
35 H -9.353 2.088 -17.051  C22 1.090
36 H -9.179 2.827 -15.447  C22 1.090
37 H -7.831 2.737 -16.473  C22 1.090
38 H -6.003 -2.152 -15.323  C24 1.090
39 H -6.899 -3.539 -14.684  C24 1.090
40 H -6.758 -3.238 -16.446  C24 1.090
41 H -9.874 -1.531 -14.627  C25 1.090
42 H -9.052 -2.849 -13.975  C25 1.090
43 H -9.775 -3.004 -15.600  C25 1.090
44 O -6.535 1.094 -20.888  P45 1.491
45 P -7.590 1.414 -21.892  O44 1.491, N46 1.673, N49 1.734, N52 1.708
46 N -8.019 0.077 -22.801  P45 1.673, C47 1.538, C48 1.507
47 C -7.181 -0.372 -24.010  N46 1.538, H55 1.090, H56 1.090, H57 1.090
48 C -8.958 -0.989 -22.298  N46 1.507, H58 1.090, H59 1.090, H60 1.090
49 N -7.199 2.699 -22.989  P45 1.734, C50 1.483, C51 1.495
50 C -7.824 2.941 -24.312  N49 1.483, H61 1.090, H62 1.090, H63 1.090
51 C -6.684 3.923 -22.301  N49 1.495, H64 1.090, H65 1.090, H66 1.090
52 N -9.077 1.934 -21.233  P45 1.708, C53 1.450, C54 1.544
53 C -10.120 2.619 -21.971  N52 1.450, H67 1.090, H68 1.090, H69 1.090
54 C -9.094 2.232 -19.718  N52 1.544, H70 1.090, H71 1.090, H72 1.090
55 H -6.193 -0.403 -23.551  C47 1.090
56 H -7.164 0.491 -24.674  C47 1.090
57 H -7.482 -1.302 -24.493  C47 1.090
58 H -9.738 -0.711 -21.590  C48 1.090
59 H -8.300 -1.674 -21.763  C48 1.090
60 H -9.275 -1.424 -23.246  C48 1.090
61 H -8.690 2.329 -24.562  C50 1.090
62 H -8.117 3.989 -24.251  C50 1.090
63 H -6.978 2.862 -24.996  C50 1.090
64 H -7.262 4.809 -22.564  C51 1.090
65 H -6.584 3.786 -21.224  C51 1.090
66 H -5.794 4.167 -22.880  C51 1.090
67 H -9.736 3.611 -22.208  C53 1.090
68 H -10.333 2.070 -22.888  C53 1.090
69 H -11.088 2.650 -21.470  C53 1.090
70 H -8.943 3.296 -19.536  C54 1.090
71 H -8.275 1.712 -19.222  C54 1.090
72 H -10.077 1.897 -19.387  C54 1.090
73 C -2.517 3.740 -22.017  O74 1.417, H79 1.090, H80 1.090, H81 1.090
74 O -3.040 2.985 -23.095  C73 1.417, C75 1.347
75 C -3.556 1.755 -22.907  O74 1.347, O76 1.209, O77 1.339
76 O -3.700 1.189 -21.849  C75 1.209
77 O -3.829 1.090 -24.036  C75 1.339, C78 1.396
78 C -3.877 1.620 -25.326  O77 1.396, H82 1.090, H83 1.090, H84 1.090
79 H -3.254 4.409 -21.573  C73 1.090
80 H -1.640 4.299 -22.345  C73 1.090
81 H -2.230 3.036 -21.235  C73 1.090
82 H -4.072 0.847 -26.069  C78 1.090
83 H -2.984 2.147 -25.664  C78 1.090
84 H -4.783 2.226 -25.343  C78 1.090
85 C -5.429 7.360 -16.878  O86 1.474, H91 1.090, H92 1.090, H93 1.090
86 O -5.393 8.833 -16.857  C85 1.474, C87 1.393
87 C -6.489 9.648 -16.584  O86 1.393, O88 1.255, O89 1.396
88 O -7.652 9.209 -16.409  C87 1.255
89 O -6.041 10.966 -16.686  C87 1.396, C90 1.416
90 C -6.902 12.065 -16.448  O89 1.416, H94 1.090, H95 1.090, H96 1.090
91 H -6.436 6.948 -16.806  C85 1.090
92 H -4.903 7.026 -15.984  C85 1.090
93 H -4.881 7.043 -17.765  C85 1.090
94 H -6.721 12.522 -15.475  C90 1.090
95 H -7.931 11.707 -16.416  C90 1.090
96 H -6.846 12.854 -17.198  C90 1.090
97 C -3.508 -0.160 -12.939  O98 1.496, H103 1.090, H104 1.090, H105 1.090
98 O -3.780 -0.427 -14.386  C97 1.496, C99 1.332
99 C -3.290 0.244 -15.426  O98 1.332, O100 1.225, O101 1.339
100 O -3.401 0.008 -16.622  C99 1.225
101 O -2.484 1.199 -14.943  C99 1.339, C102 1.388
102 C -1.632 2.045 -15.640  O101 1.388, H106 1.090, H107 1.090, H108 1.090
103 H -3.972 -0.978 -12.387  C97 1.090
104 H -4.024 0.758 -12.659  C97 1.090
105 H -2.439 -0.166 -12.728  C97 1.090
106 H -0.824 2.462 -15.037  C102 1.090
107 H -2.216 2.880 -16.028  C102 1.090
108 H -1.112 1.512 -16.435  C102 1.090
109 C 1.123 9.513 -20.200  O110 1.462, H115 1.090, H116 1.090, H117 1.090
110 O 0.083 8.603 -20.674  C109 1.462, C111 1.363
111 C -0.779 7.962 -19.834  O110 1.363, O112 1.250, O113 1.363
112 O -0.827 8.145 -18.599  C111 1.250
113 O -1.679 7.335 -20.643  C111 1.363, C114 1.411
114 C -2.776 6.647 -20.083  O113 1.411, H118 1.090, H119 1.090, H120 1.090
115 H 1.442 9.128 -19.232  C109 1.090
116 H 0.788 10.537 -20.036  C109 1.090
117 H 1.987 9.569 -20.863  C109 1.090
118 H -2.559 5.609 -19.830  C114 1.090
119 H -3.675 6.675 -20.698  C114 1.090
120 H -3.018 7.115 -19.129  C114 1.090

Atomic partial charges in e from the Mulliken method, atoms 1 to 2:
1. N 0.00
2. S 1.19

# 2
The following is a DFT calculation (wB97M-V/def2-TZVPD) of a 2-piece molecular cluster, C5H11O3 overall at a distorted geometry.

HOMO energy in eV: -4.3
Relative energy (zero: lowest compared OMol25 entry of this formula, charge and spin) in eV: 0.4675
LUMO in hartree: 0.1400
Net charge: -1
HOMO-LUMO gap in Eh: 0.299

Last columns: bonded neighbours and bond lengths (Å).
Positions of all 19 atoms, in Å:
1 C 1.430 -0.577 0.642  C2 1.513, C3 1.561, O4 1.424, H5 1.095
2 C 0.446 -1.592 0.101  C1 1.513, H6 1.096, H11 1.089, H12 1.088
3 C 2.455 -0.151 -0.455  C1 1.561, H7 1.094, H8 1.090, H9 1.091
4 O 0.789 0.575 1.179  C1 1.424, H10 0.986
5 H 1.987 -0.971 1.499  C1 1.095
6 H -0.392 -1.147 -0.447  C2 1.096
7 H 2.052 -0.498 -1.411  C3 1.094
8 H 2.471 0.935 -0.541  C3 1.090
9 H 3.451 -0.579 -0.334  C3 1.091
10 H 0.289 0.994 0.439  O4 0.986
11 H -0.039 -2.139 0.908  C2 1.089
12 H 0.896 -2.287 -0.605  C2 1.088
13 C -2.510 0.882 0.448  C14 1.568, H17 1.091, H18 1.093, H19 1.092
14 C -1.856 1.277 -0.922  C13 1.568, O15 1.257, O16 1.247
15 O -0.715 1.804 -0.921  C14 1.257
16 O -2.608 1.070 -1.894  C14 1.247
17 H -3.318 0.183 0.230  C13 1.091
18 H -2.946 1.792 0.869  C13 1.093
19 H -1.881 0.429 1.216  C13 1.092

Atomic partial charges in e from the Mulliken method, atoms 1 to 2:
1. C 0.51
2. C -1.26

# 3
The following is a DFT calculation (wB97M-V/def2-TZVPD) of a 15-piece molecular cluster, C29H48BN14O3P overall at a distorted geometry.

HOMO energy in eV: -9.0
LUMO in hartree: -0.0027
HOMO-LUMO gap in Eh: 0.328

Last columns: bonded neighbours and bond lengths (Å).
Positions of all 96 atoms, in Å:
1 O 6.858 0.364 0.897  P2 1.507
2 P 5.768 1.053 0.117  O1 1.507, B3 1.928, H7 1.408, H8 1.401
3 B 4.075 0.661 0.951  P2 1.928, C4 1.579, H9 1.188
4 C 2.859 -0.122 0.318  B3 1.579, O5 1.426, H10 1.088, H11 1.091
5 O 1.710 0.718 0.403  C4 1.426, O6 1.454
6 O 1.997 1.766 -0.563  O5 1.454, H12 0.970
7 H 5.950 2.447 0.187  P2 1.408
8 H 5.774 0.727 -1.246  P2 1.401
9 H 3.984 1.031 2.077  B3 1.188
10 H 2.626 -0.976 0.950  C4 1.088
11 H 3.014 -0.477 -0.703  C4 1.091
12 H 1.585 2.548 -0.164  O6 0.970
13 C 3.408 -1.875 -4.588  C14 1.456, H16 1.088, H17 1.089, H18 1.089
14 C 3.749 -0.780 -3.692  C13 1.456, N15 1.153
15 N 4.020 0.096 -2.993  C14 1.153
16 H 4.302 -2.441 -4.841  C13 1.088
17 H 2.690 -2.536 -4.107  C13 1.089
18 H 2.963 -1.483 -5.502  C13 1.089
19 C -0.387 -2.683 1.993  C20 1.457, H22 1.088, H23 1.089, H24 1.089
20 C 0.982 -3.109 1.735  C19 1.457, N21 1.155
21 N 2.067 -3.448 1.531  C20 1.155
22 H -0.496 -2.412 3.040  C19 1.088
23 H -0.629 -1.817 1.377  C19 1.089
24 H -1.081 -3.489 1.760  C19 1.089
25 C -1.247 -4.956 5.121  C26 1.460, H28 1.088, H29 1.089, H30 1.088
26 C -2.151 -3.856 4.795  C25 1.460, N27 1.154
27 N -2.884 -2.992 4.580  C26 1.154
28 H -1.367 -5.773 4.414  C25 1.088
29 H -0.212 -4.616 5.121  C25 1.089
30 H -1.498 -5.324 6.114  C25 1.088
31 C -5.145 -6.086 3.672  C32 1.453, H34 1.083, H35 1.089, H36 1.088
32 C -4.037 -6.955 4.031  C31 1.453, N33 1.152
33 N -3.074 -7.529 4.297  C32 1.152
34 H -5.377 -5.438 4.508  C31 1.083
35 H -4.850 -5.478 2.818  C31 1.089
36 H -6.028 -6.668 3.417  C31 1.088
37 C 6.316 5.846 -0.795  C38 1.457, H40 1.089, H41 1.088, H42 1.088
38 C 5.106 5.117 -0.437  C37 1.457, N39 1.152
39 N 4.172 4.507 -0.152  C38 1.152
40 H 7.120 5.141 -1.003  C37 1.089
41 H 6.130 6.457 -1.677  C37 1.088
42 H 6.617 6.487 0.031  C37 1.088
43 C 9.719 1.735 2.298  C44 1.455, H46 1.091, H47 1.088, H48 1.088
44 C 9.487 2.878 1.428  C43 1.455, N45 1.152
45 N 9.236 3.748 0.715  C44 1.152
46 H 8.837 1.093 2.268  C43 1.091
47 H 10.584 1.174 1.948  C43 1.088
48 H 9.898 2.073 3.317  C43 1.088
49 C -3.642 -1.106 1.914  C50 1.454, H52 1.087, H53 1.088, H54 1.087
50 C -4.161 -2.442 1.667  C49 1.454, N51 1.151
51 N -4.514 -3.527 1.519  C50 1.151
52 H -2.741 -0.939 1.329  C49 1.087
53 H -4.383 -0.357 1.644  C49 1.088
54 H -3.390 -1.009 2.967  C49 1.087
55 C -0.085 0.844 -2.763  C56 1.458, H58 1.089, H59 1.089, H60 1.086
56 C -1.020 -0.237 -3.052  C55 1.458, N57 1.152
57 N -1.758 -1.091 -3.280  C56 1.152
58 H 0.911 0.582 -3.117  C55 1.089
59 H -0.414 1.757 -3.259  C55 1.089
60 H -0.032 1.021 -1.692  C55 1.086
61 C -2.171 3.939 -1.154  C62 1.458, H64 1.089, H65 1.087, H66 1.086
62 C -0.820 4.259 -1.601  C61 1.458, N63 1.152
63 N 0.247 4.479 -1.975  C62 1.152
64 H -2.488 4.657 -0.400  C61 1.089
65 H -2.851 3.981 -2.001  C61 1.087
66 H -2.197 2.940 -0.729  C61 1.086
67 C -6.609 -2.038 5.463  C68 1.456, H70 1.090, H71 1.088, H72 1.088
68 C -7.062 -3.415 5.322  C67 1.456, N69 1.151
69 N -7.419 -4.501 5.185  C68 1.151
70 H -5.637 -1.925 4.983  C67 1.090
71 H -7.323 -1.366 4.992  C67 1.088
72 H -6.520 -1.785 6.518  C67 1.088
73 C -6.705 2.762 -1.506  C74 1.457, H76 1.088, H77 1.088, H78 1.088
74 C -5.387 2.238 -1.171  C73 1.457, N75 1.152
75 N -4.348 1.820 -0.906  C74 1.152
76 H -7.186 3.147 -0.609  C73 1.088
77 H -6.609 3.566 -2.233  C73 1.088
78 H -7.318 1.969 -1.930  C73 1.088
79 C -0.007 -0.643 5.494  C80 1.456, H82 1.088, H83 1.088, H84 1.088
80 C -0.602 -0.184 4.247  C79 1.456, N81 1.151
81 N -1.061 0.176 3.254  C80 1.151
82 H 0.757 -1.388 5.282  C79 1.088
83 H 0.446 0.195 6.019  C79 1.088
84 H -0.775 -1.092 6.122  C79 1.088
85 C 1.042 1.880 -6.373  C86 1.457, H88 1.088, H89 1.089, H90 1.088
86 C 1.066 0.497 -6.830  C85 1.457, N87 1.153
87 N 1.086 -0.590 -7.213  C86 1.153
88 H 1.914 2.410 -6.750  C85 1.088
89 H 0.142 2.374 -6.737  C85 1.089
90 H 1.047 1.920 -5.286  C85 1.088
91 C -2.804 1.636 -8.694  C92 1.458, H94 1.089, H95 1.088, H96 1.088
92 C -2.464 2.764 -7.836  C91 1.458, N93 1.152
93 N -2.182 3.644 -7.149  C92 1.152
94 H -1.905 1.073 -8.937  C91 1.089
95 H -3.503 0.980 -8.177  C91 1.088
96 H -3.262 1.997 -9.613  C91 1.088

Atomic partial charges in e from the Mulliken method, atoms 1 to 2:
1. O -0.69
2. P 0.46

Question: Which value of LUMO does entry 1 give?
Answer: 0.1305 hartree